A structure of composition C2H8OS at a distorted geometry, computed with ωB97M-V/def2-TZVPD.

* DFT total energy: -554.29144 a.u.
* frontier orbital gap: 8.0 eV
* LUMO energy: -1.0 eV

```
12
C2H8OS | the Open Molecules 2025 dataset | ωB97M-V/def2-TZVPD
S -0.95279 -1.79284 -0.75052
O 1.95820 0.57546 -1.71297
C -0.92581 -0.42006 0.39382
C -0.66602 -1.29819 1.47176
H -1.29454 -2.15669 1.67627
H 1.39467 0.92242 -1.00526
H 0.15464 2.42784 -0.77345
H 1.67382 -0.32496 -1.47768
H 0.47493 2.91521 -0.31402
H -0.27162 0.42360 0.18735
H -1.88683 0.09493 0.42830
H 0.34136 -1.36673 1.87639
```

Here are the Mulliken charges for atoms 1 to 8, given in e: -0.230, -0.609, 0.132, -0.645, 0.346, 0.259, -0.197, 0.331

The ion C3H6NOS with charge -1 at a distorted geometry, computed with ωB97M-V/def2-TZVPD.

* DFT total energy: -646.12676 a.u.
* frontier orbital gap: 6.2 eV
* LUMO energy: 3.8 eV
* charge: -1
* SMILES: NC(=O)CC[S-]

```
12
C3H6NOS | the Open Molecules 2025 dataset | ωB97M-V/def2-TZVPD
S -2.29248 -1.34189 1.17210
O 1.66556 1.44890 -0.06543
N 1.14059 -0.29637 -1.35410
C 0.83358 0.63937 -0.31583
C -0.71195 -0.39838 1.18210
C -0.56350 0.62380 0.11095
H -0.67004 -0.10223 2.20880
H 0.48278 -1.01141 -1.48175
H -0.81083 1.67233 0.23273
H 2.02413 -0.30744 -1.85205
H 0.02178 -1.19468 0.91302
H -1.11962 0.26799 -0.75053
```

Here are the Mulliken charges for atoms 1 to 8, given in e: -0.718, -0.619, -0.402, 0.486, -0.647, -0.503, 0.232, 0.207

A cluster of 2 separate species, C4H7Cl2P in total at a distorted geometry, computed with ωB97M-V/def2-TZVPD.

* DFT total energy: -1418.29069 a.u.
* frontier orbital gap: 9.0 eV
* LUMO energy: 0.2 eV
* SMILES: C/C=P/Cl.C=CCl

```
14
C4H7Cl2P | the Open Molecules 2025 dataset | ωB97M-V/def2-TZVPD
Cl -3.14477 0.02866 -0.53778
Cl -1.49091 2.18080 1.32962
P -1.91112 -0.83080 0.79690
C 0.41380 1.87078 -0.48054
C 0.43001 -2.25129 0.40163
C -0.46760 -1.15519 -0.02416
C -0.77644 2.35836 -0.23591
H 0.12796 -3.20488 -0.11614
H 1.50271 -2.07840 0.14648
H -0.11972 -0.70072 -0.95425
H 0.75508 1.75781 -1.52408
H -1.56723 2.60097 -0.94345
H 0.36270 -2.55686 1.46812
H 1.04931 1.57652 0.37014
```

Here are the Mulliken charges for atoms 1 to 8, given in e: -0.213, -0.151, -0.105, -0.640, -1.104, 0.094, -0.152, 0.277

A structure of composition C11H24AgF3NO4 at a distorted geometry, computed with ωB97M-V/def2-TZVPD.

* DFT total energy: -1235.71078 a.u.
* frontier orbital gap: 5.7 eV
* LUMO energy: 2.7 eV
* charge: -1

```
44
C11H24AgF3NO4 | the Open Molecules 2025 dataset | ωB97M-V/def2-TZVPD
Ag -0.48527 0.61506 -0.43860
F 3.95332 -1.38911 -2.75948
F 3.01821 -0.28812 -4.36927
F 3.61462 0.71581 -2.56402
O 0.74356 2.27024 0.65920
O 1.51087 -0.56361 -1.07901
O -2.29320 -0.91022 -1.63576
O 0.50446 0.11608 -2.92733
N -1.94975 1.31801 1.64820
C 2.22503 -1.52816 -0.22373
C -0.31369 1.83376 3.27105
C -0.30685 3.12839 1.01022
C -1.16609 2.45561 2.12247
C 3.04664 -0.38613 -3.02113
C 1.97446 -1.26406 1.26851
C -1.72935 -2.25733 0.25539
C -2.77377 -1.83837 -0.69941
C -3.48692 -2.97986 -1.42350
C 1.52182 2.74519 -0.44073
C 1.60551 -0.72537 -2.48966
H -1.00272 -2.69805 -0.42716
H 0.41775 2.51677 3.70300
H -2.72303 1.60561 1.06561
H 2.16252 1.96114 -0.84430
H 0.99406 -1.70839 1.44028
H 2.19019 3.47441 0.01712
H -0.97352 3.34014 0.17426
H -1.28326 -1.47013 0.86318
H 0.25410 0.99772 2.86271
H -0.90904 1.46989 4.10846
H 1.01112 3.28311 -1.23943
H 2.07694 -0.20647 1.51163
H -3.48780 -1.31087 -0.06696
H 1.94454 -2.57363 -0.35189
H 2.76021 -1.74835 1.84830
H -3.94959 -3.73935 -0.79325
H -2.16774 -3.03526 0.88049
H -1.89481 3.17753 2.49110
H 0.19467 3.97819 1.47328
H 1.33790 -1.72521 -2.83142
H 3.29222 -1.38497 -0.39314
H -2.75961 -3.53182 -2.01888
H -4.28777 -2.59137 -2.05263
H -2.41090 0.85155 2.41622
```

Here are the Mulliken charges for atoms 1 to 8, given in e: 0.527, -0.306, -0.284, -0.276, -0.170, 0.302, -0.806, -0.883

A cluster of 14 separate species, C68H122F14N17O32S14 in total at a distorted geometry, computed with ωB97M-V/def2-TZVPD.

* DFT total energy: -12973.96317 a.u.
* frontier orbital gap: 4.3 eV
* LUMO energy: -8.2 eV
* charge: +3

```
267
C68H122F14N17O32S14 | the Open Molecules 2025 dataset | ωB97M-V/def2-TZVPD
S -4.22911 -4.10108 -4.65632
S -3.51953 3.59898 1.33357
S -5.34730 -5.40877 -2.94989
S -1.03213 3.97040 -6.03883
S 1.91470 -0.56104 -3.61503
S 1.69299 -2.91201 -3.62735
S -3.77343 4.36653 -0.96505
S 3.51723 3.82471 1.83571
S 3.19989 5.90812 0.99703
S 0.55883 -4.62905 2.12005
S 2.19938 -5.61538 3.50524
S -5.30419 -3.95108 4.02288
S -6.63132 -2.63354 2.49419
S 1.01760 2.98335 -5.85971
F 3.02533 2.23125 1.74184
F -2.64023 5.03533 -1.98140
F 2.26868 2.59753 -4.89881
F -7.06078 -3.00909 0.97908
F -2.82979 4.04414 2.67250
F -4.11969 -5.04048 3.96448
F 0.57690 -4.02028 0.64440
F 2.12925 6.66411 -0.02382
F -2.12920 4.31165 -4.94444
F 3.55080 -6.48046 3.42626
F -5.85725 -5.04494 -1.45409
F 2.87539 -3.96689 -3.16838
F 1.86821 0.66351 -2.55832
F -2.77045 -3.44802 -4.48277
O -6.36578 -4.59115 4.88894
O -4.94011 3.47001 1.65947
O -0.69061 5.32502 -6.51445
O -6.06935 -1.29798 2.35045
O 2.95650 6.61569 2.22442
O -1.83202 3.14621 -7.00261
O 3.24340 4.13181 3.21912
O -0.54203 -7.31298 -1.95594
O 0.82391 1.70698 -6.53993
O -2.69323 2.40542 1.18298
O 0.57071 -0.45217 -4.20795
O 0.40133 -3.40814 2.92101
O 4.91187 3.68806 1.41206
O 1.30467 -6.54049 4.15877
O 1.74019 4.01410 -6.56005
O 5.16993 -0.19412 0.40898
O 1.89098 -2.84631 -5.06945
O -0.71666 1.09745 3.75921
O -3.85596 -5.20491 -5.51187
O -7.92602 -2.65285 3.16494
O -0.53622 -5.57578 1.99803
O -4.85991 5.22643 -1.34274
O -6.59252 -5.35132 -3.66027
O -4.53201 -2.88590 4.62180
O 4.46707 6.18922 0.30858
O 0.48527 -3.58102 -3.19845
O 3.03495 -0.18977 -4.50347
O -5.09961 -3.05127 -5.15911
O 2.67222 -4.47848 4.33725
O -3.87050 2.95759 -1.44046
O -6.25087 2.89409 -3.30831
O -4.81541 -6.73425 -2.77935
N 2.02039 -5.40869 2.01840
N -2.85812 1.09822 6.03688
N -5.55558 -3.94124 2.58293
N 2.59690 4.36849 0.81902
N -0.15374 2.82629 -1.08608
N -2.80717 -3.56853 0.38038
N -0.29740 7.13748 2.19819
N -1.14320 13.78502 -0.04182
N 6.24317 1.44939 -2.02002
N -7.17883 0.13805 -3.12986
N -3.12027 4.73559 0.55478
N 0.02152 3.32651 -4.82534
N 2.22538 -1.65732 -2.63028
N 3.55038 -2.52243 1.03382
N 8.81689 -6.90825 2.51611
N 2.55287 -7.55230 -1.27877
N -4.38429 -4.25804 -3.03151
C -2.71494 2.25393 8.32486
C -7.92717 -1.08049 -2.43749
C -1.08292 8.66562 0.47224
C -1.35059 0.90421 -1.74652
C 7.18529 3.75525 -1.26387
C 4.13676 3.01473 -2.22866
C 0.05603 13.44541 0.53723
C 6.27497 -0.58312 -0.41196
C -5.02115 -1.10255 -2.17800
C 2.01398 -8.85019 -1.78624
C -0.09756 9.52192 2.48375
C 6.01114 0.62055 -3.29513
C 9.94962 -7.83127 2.77384
C 3.37739 -6.86106 -2.41063
C -1.33460 15.13243 -0.54302
C -0.59530 9.79108 1.21337
C -8.01493 1.36795 -2.71837
C -2.13587 -1.39581 1.07524
C -1.56385 -1.10436 -0.15691
C 0.26912 2.22230 0.00351
C 7.14235 2.66678 -2.35868
C 7.08254 0.56798 -1.12327
C 5.11681 -4.11314 0.25078
C 6.76891 -6.44936 1.28456
C 4.60532 -8.89020 -0.28391
C 2.46012 -1.59888 0.66482
C -0.70343 0.14896 4.92493
C 4.81430 1.86630 -1.48562
C 1.45278 -6.51589 -0.83738
C -0.17030 0.93164 0.35313
C -1.46616 -2.17233 -1.07904
C -2.75766 -2.60368 1.29128
C 0.46582 -6.25777 -1.97485
C -5.23676 0.60536 4.90096
C 6.73340 -5.19799 1.82902
C 5.64420 0.41605 1.59984
C -2.85852 2.40024 5.17082
C -1.42655 -7.11542 -3.05977
C 7.79462 -7.31800 1.66124
C -1.03479 0.21521 -0.54280
C 4.01068 -3.27716 0.04171
C 5.09754 -3.41262 2.57443
C 5.62655 -4.28908 1.59309
C 3.52173 -7.77450 -0.10261
C 4.01993 -2.54886 2.30010
C 1.19914 -9.69438 -0.82610
C -0.96031 7.33975 1.02167
C 8.77095 -5.62667 3.00578
C -3.52681 -4.82511 0.63555
C -1.95334 11.54457 0.06551
C -7.63696 2.66049 -3.48061
C -0.70336 11.11676 0.61628
C 0.26902 2.19658 3.85814
C -5.76089 3.95836 -4.16552
C -0.89375 2.24327 -1.98529
C -8.20390 -0.70891 -5.31338
C -2.14738 -3.38925 -0.86203
C -2.07855 12.84538 -0.36085
C 0.20896 8.16505 2.90644
C -3.48238 1.27069 7.46049
C -0.17942 5.76288 2.58191
C -1.42730 0.58488 6.22657
C -5.84191 0.27507 -2.28937
C -3.74761 0.09711 5.25220
C 0.32845 4.17580 -1.45226
C 0.28036 12.10423 0.75793
C -6.95409 -0.06960 -4.62753
C 7.77596 -4.75310 2.58341
H 4.97145 2.08344 -0.42909
H 5.31109 -8.67062 -1.08501
H -0.15408 5.03443 1.77147
H 10.12729 -7.63307 3.83084
H 6.80718 3.42117 -0.29767
H 7.74095 -3.73987 2.95563
H -1.06867 5.70630 3.20971
H -4.53771 -4.49908 0.39081
H 1.91734 -1.32350 1.56906
H -6.53684 0.85293 -5.03120
H -0.04002 4.83210 -0.66385
H -3.24966 -2.88829 2.20961
H 4.30971 -7.41183 -2.53520
H 0.01543 -5.30884 -1.68369
H 0.55308 7.82632 3.87248
H -1.34526 6.52520 0.42609
H -1.07248 -1.89264 -2.04506
H -3.34110 2.65699 9.12082
H 8.21696 4.09939 -1.19089
H 0.88694 2.83561 0.64268
H 0.12537 0.49674 1.29644
H -5.75413 1.15986 5.68387
H -8.04502 2.56956 -4.48725
H -2.78193 10.86985 -0.09126
H -7.41460 -1.96501 -2.81566
H 8.09692 2.23517 -2.65969
H 6.91838 -1.25000 0.16198
H -2.23445 15.45186 -0.01735
H -5.81147 -0.24563 4.53543
H -2.48718 2.16729 4.17286
H -2.25247 -7.82674 -3.06035
H -4.48992 1.67517 7.36380
H -1.89954 0.39889 -2.52736
H 3.63791 -1.93978 3.10601
H -1.10802 2.78580 -2.89422
H 2.87761 -9.35473 -2.21947
H 4.57001 4.01237 -2.15714
H -6.27650 4.89673 -3.96131
H -8.99106 -0.90100 -2.59247
H -3.16198 -0.14457 4.36523
H -1.37885 8.80792 -0.55662
H -2.13438 -4.24745 -1.51755
H 5.53150 -0.33075 -3.06476
H -5.16476 0.88063 -2.89176
H 0.08954 10.38891 3.09996
H -2.98108 13.32072 -0.71567
H 10.76835 -7.41453 2.18724
H 0.73184 14.24399 0.80545
H 8.02744 -8.29659 1.26811
H 0.61869 -9.08666 -0.13195
H 3.56393 -3.11944 -0.92882
H -5.05700 -1.64132 -3.12486
H 9.66802 -5.42041 3.57070
H 3.55829 -5.80722 -2.19902
H 5.87144 -1.33330 -1.09202
H -3.81239 2.92587 5.21491
H 4.25322 -9.87385 -0.59463
H -9.04825 1.11136 -2.95182
H -1.41181 14.97526 -1.61886
H -3.47935 -5.22379 1.64891
H 0.94669 -6.13547 -2.94537
H 6.39842 -0.20609 2.08170
H 0.04478 4.51757 -2.44766
H -1.18143 -0.79143 4.65056
H 1.89911 -10.34759 -0.30508
H -6.10106 -0.74400 -4.70253
H -2.32118 -0.57174 1.74827
H 1.41367 4.20231 -1.35380
H -2.49313 3.18660 7.80618
H 6.62701 4.66393 -1.48907
H 9.76864 -8.89888 2.64913
H 2.89732 -0.70989 0.21025
H 0.54292 -10.35496 -1.39278
H 4.14784 1.01227 -1.36493
H 6.72328 3.15703 -3.23739
H 3.18333 3.08453 -1.70501
H -5.35857 -1.79358 -1.40551
H -6.01514 0.76261 -1.33000
H 1.81024 -1.98973 -0.11812
H -4.67959 4.03171 -4.04922
H 5.55749 -4.66521 -0.56618
H 7.79641 0.01630 -1.73493
H -3.69823 -0.80577 5.86086
H -2.11003 3.09839 5.54558
H -8.14967 3.53244 -3.07449
H 0.33240 -0.13660 5.10823
H 1.32459 1.92701 3.82343
H -0.76527 1.27362 6.75141
H -0.49199 15.75715 -0.24665
H 7.60799 1.12155 -0.34509
H 5.39314 -3.43082 3.61304
H 7.04070 0.52696 -3.64059
H 6.06951 -6.91389 0.60526
H -8.37662 -1.74128 -5.00926
H -7.82463 -1.07159 -1.35236
H -9.07423 -0.06874 -5.16916
H -1.48647 -0.36365 6.76032
H -8.05152 1.39403 -1.62930
H 0.67028 5.53653 3.22602
H 4.83904 0.59068 2.31351
H 1.23644 11.84941 1.19079
H -1.85996 -6.11544 -3.07645
H 2.84794 -6.86991 -3.36336
H 1.36575 -8.48120 -2.58106
H 0.01498 2.79894 4.73034
H 2.01351 -5.59866 -0.65749
H 0.19971 2.85330 2.99096
H -3.52652 0.29392 7.94224
H 6.04551 1.42851 1.55539
H -5.31970 1.22031 4.00482
H -5.91361 3.67649 -5.20731
H 3.73873 2.78316 -3.21661
H 2.90275 -8.00073 0.76560
H 5.43285 1.14583 -4.05524
H 0.91114 -6.78708 0.06881
H -3.94118 -0.95516 -2.17194
H 5.20054 -9.08563 0.60807
H -3.15776 -5.56760 -0.07200
H -0.90896 -7.15067 -4.01839
H -8.27819 -0.87226 -6.38851
H -1.82779 1.78896 8.75481
H 4.08719 -6.85229 0.03109
```

Here are the Mulliken charges for atoms 1 to 8, given in e: 0.800, 0.664, 0.781, 0.877, 0.060, 0.651, 0.517, 0.411

A structure of composition C12H18O9 at a distorted geometry, computed with ωB97M-V/def2-TZVPD.

* DFT total energy: -1144.77407 a.u.
* frontier orbital gap: 7.9 eV
* LUMO energy: -0.1 eV

```
39
C12H18O9 | the Open Molecules 2025 dataset | ωB97M-V/def2-TZVPD
O -2.25035 -4.81713 0.85821
O -1.70451 -2.64533 0.83464
O 2.38810 0.21920 0.20918
O -2.02469 1.97424 0.64926
O 3.41579 0.84135 -1.62555
O -1.48538 0.02632 1.50526
O -3.22097 -3.25105 -0.60409
O -3.66796 0.42217 1.10292
O 1.43366 -0.15698 -1.92259
C 2.33165 0.23911 -1.18897
C -0.68065 1.87833 0.46725
C 3.80425 0.35620 0.46860
C 4.18442 1.36650 -0.54309
C -2.45844 0.75120 1.05724
C -2.38426 -3.70216 0.31794
C -2.90024 -1.86448 -0.89720
C -4.21751 -0.99966 -0.95258
C -1.80352 -1.51353 0.04076
C -0.30952 0.61154 1.13263
C 0.47678 -0.49849 0.42761
C 3.70307 2.86977 -0.29939
H 0.14033 -0.61940 -0.60209
H -0.01547 2.68592 0.77294
H -4.75801 -1.07104 -1.89645
H -0.79749 -1.28286 -0.30967
H 1.45520 -0.08100 0.18992
H -0.53591 1.87053 -0.61308
H 5.24060 1.47801 -0.78832
H -3.74638 -0.02524 -0.82355
H 0.70674 -1.47326 0.85777
H -2.20957 -0.78165 0.73903
H 3.19099 3.39202 -1.10754
H 0.28744 0.71810 2.03838
H -2.50118 -1.91844 -1.91008
H 3.96531 0.69130 1.49323
H 4.21097 -0.65500 0.45677
H 4.53246 3.49077 0.03914
H 3.06569 2.85317 0.58468
H -4.86143 -1.37903 -0.15913
```

Here are the Mulliken charges for atoms 1 to 8, given in e: -0.649, -0.470, 0.019, -0.352, -0.313, -0.177, -0.374, -0.544